Entry 1:
A structure of composition C15H18F4N5OPt, computed with wB97M-V/def2-TZVPD.

Each line ends with the natural charge from an NBO analysis.
Atoms and positions in Å:
Pt: -0.699 -0.489 -0.087  0.70
C: -1.409 0.542 2.929  -0.41
N: -0.380 -0.227 2.228  -0.43
C: 0.956 0.259 2.590  -0.43
C: -0.519 -1.656 2.530  -0.24
C: 0.424 -2.516 1.696  -0.27
N: 0.623 -1.940 0.366  -0.47
C: 1.248 -2.655 -0.634  0.08
C: 1.571 -2.010 -1.856  0.33
F: 1.365 -0.705 -1.990  -0.29
C: 2.103 -2.683 -2.928  0.34
F: 2.357 -2.010 -4.048  -0.29
C: 2.386 -4.032 -2.859  -0.29
C: 2.145 -4.679 -1.667  0.34
F: 2.428 -5.975 -1.547  -0.29
C: 1.620 -4.021 -0.576  0.31
F: 1.475 -4.736 0.541  -0.29
H: -1.335 0.406 4.015  0.20
H: -2.396 0.221 2.602  0.21
H: -1.285 1.601 2.709  0.20
H: 1.166 0.073 3.650  0.19
H: 1.017 1.331 2.405  0.22
H: 1.715 -0.232 1.985  0.22
H: -1.550 -1.933 2.317  0.22
H: -0.328 -1.845 3.594  0.20
H: -0.008 -3.510 1.637  0.24
H: 1.394 -2.620 2.190  0.22
H: 2.793 -4.564 -3.709  0.26
C: -4.363 -1.901 -3.423  -0.40
N: -4.118 -0.909 -2.371  -0.39
C: -5.097 -0.115 -1.883  0.14
C: -4.855 0.820 -0.941  -0.38
C: -3.522 0.942 -0.468  0.48
N: -2.565 0.122 -0.899  -0.65
C: -2.826 -0.832 -1.867  0.77
O: -1.953 -1.576 -2.278  -0.61
N: -3.186 1.868 0.436  -0.75
H: -5.415 -1.874 -3.693  0.22
H: -4.094 -2.892 -3.067  0.23
H: -3.752 -1.673 -4.292  0.23
H: -6.086 -0.269 -2.294  0.23
H: -5.640 1.461 -0.568  0.25
H: -3.835 2.587 0.700  0.42
H: -2.212 1.982 0.663  0.41

Output
relative energy (zero: lowest compared OMol25 entry of this formula, charge and spin) = 0.1523 eV
E_tot = -39454.744 eV
gap between HOMO and LUMO (alpha / beta) = 8.16 / 6.87 eV
expectation value of S² = 2.03
spin multiplicity = 3
net charge = +1
LUMO (alpha / beta) = -2.705 / -4.752 eV

***

Entry 2:
A cluster of 4 separate species, C3H12O4 in total in a non-equilibrium geometry, computed with wB97M-V/def2-TZVPD.

Each line ends with the natural charge from an NBO analysis.
Atoms and positions in Å:
C: 2.856 1.620 0.736  -0.64
C: 1.802 0.514 0.558  -0.29
C: 1.068 0.300 -0.538  0.14
O: 0.485 -0.856 -0.995  -0.73
H: 3.374 1.322 1.635  0.22
H: 3.512 1.556 -0.122  0.22
H: 2.386 2.591 0.861  0.22
H: 1.588 -0.123 1.418  0.19
H: 0.883 1.119 -1.235  0.16
H: -0.418 -0.591 -1.280  0.51
O: -1.577 0.672 -1.818  -0.97
H: -2.209 0.558 -1.082  0.51
H: -2.087 0.435 -2.584  0.48
O: -0.929 -2.001 1.258  -0.98
H: -0.883 -2.965 1.207  0.48
H: -0.162 -1.720 0.727  0.50
O: -3.129 -0.686 0.089  -0.99
H: -2.537 -1.054 0.733  0.51
H: -4.023 -0.690 0.433  0.48

Output
relative energy (zero: lowest compared OMol25 entry of this formula, charge and spin) = 0.8779 eV
E_tot = -11494.884 eV
gap between HOMO and LUMO = 9.02 eV
spin multiplicity = 1
LUMO = 0.630 eV
SMILES = C/C=C/O.O.O.O

***

Entry 3:
A cluster of 2 separate species, C5H9NO in total in a non-equilibrium geometry, computed with wB97M-V/def2-TZVPD.

Each line ends with the natural charge from an NBO analysis.
Atoms and positions in Å:
C: -0.744 -0.662 0.261  -0.44
C: -1.059 -0.593 1.558  -0.05
N: -0.418 -1.290 2.588  -0.41
C: -0.290 -2.537 2.466  -0.03
H: 0.167 -1.137 -0.082  0.20
H: -1.443 -0.263 -0.456  0.21
H: -1.929 -0.010 1.840  0.20
H: 0.272 -3.073 3.224  0.17
H: -0.605 -3.139 1.605  0.15
C: 1.769 1.320 -1.730  -0.52
C: 0.683 2.014 -2.095  0.13
O: -0.450 1.964 -1.339  -0.68
H: 2.578 1.251 -2.440  0.21
H: 1.864 0.956 -0.716  0.21
H: 0.755 2.779 -2.861  0.17
H: -1.150 2.419 -1.822  0.48

Output
relative energy (zero: lowest compared OMol25 entry of this formula, charge and spin) = 3.6165 eV
E_tot = -8865.596 eV
gap between HOMO and LUMO = 9.65 eV
spin multiplicity = 1
LUMO = 0.781 eV
SMILES = C=CN=C.C=CO

***

Entry 4:
A structure of composition C34H36O2 in a non-equilibrium geometry, computed with wB97M-V/def2-TZVPD.

Each line ends with the Mulliken charge.
Atoms and positions in Å:
C: -1.230 -3.547 -4.204  -0.73
C: -0.158 -3.555 -3.327  -0.54
C: 0.322 -2.340 -2.807  0.43
C: -0.265 -1.125 -3.234  -0.68
C: -1.370 -1.172 -4.118  -0.95
C: -1.882 -2.406 -4.448  -0.70
H: -1.683 -4.475 -4.523  0.34
H: 0.330 -4.464 -3.009  0.41
H: 1.222 -2.293 -2.213  -0.07
H: 0.134 -0.146 -3.010  1.31
H: -1.763 -0.231 -4.474  0.49
H: -2.800 -2.430 -5.017  0.37
C: 3.020 -2.340 -1.756  -1.10
C: 2.495 -3.375 -0.993  -0.98
C: 1.395 -3.150 -0.159  -0.42
C: 0.811 -1.945 -0.115  2.33
C: 1.351 -0.896 -0.821  -0.53
C: 2.479 -1.057 -1.596  -0.89
H: 3.868 -2.541 -2.394  0.53
H: 3.002 -4.329 -0.979  0.42
H: 0.990 -3.973 0.411  0.43
H: -0.049 -1.852 0.531  -0.12
H: 0.960 0.111 -0.805  -0.61
H: 2.933 -0.275 -2.187  0.47
C: -0.181 0.482 0.119  -0.34
C: -0.676 1.581 0.807  -0.84
C: -1.567 2.451 0.148  -0.08
C: -1.832 2.221 -1.217  -1.80
C: -1.309 1.132 -1.851  -0.64
C: -0.512 0.205 -1.185  1.12
H: 0.377 -0.220 0.720  1.00
H: -0.549 1.699 1.873  1.61
H: -2.000 3.281 0.687  -0.11
H: -2.351 2.954 -1.816  0.44
H: -1.384 0.992 -2.919  0.28
H: -0.103 -0.627 -1.738  0.62
C: 3.699 1.458 1.773  -1.04
C: 2.397 1.607 2.112  0.59
C: 1.494 0.571 1.806  -0.10
C: 1.975 -0.632 1.210  -0.46
C: 3.254 -0.817 0.820  -0.32
C: 4.140 0.253 1.113  -0.95
H: 4.296 2.322 2.024  0.50
H: 2.048 2.500 2.608  0.53
H: 0.440 0.706 1.998  0.12
H: 1.264 -1.439 1.111  0.17
H: 3.549 -1.750 0.362  0.61
H: 5.153 0.143 0.755  0.38
C: 0.888 3.480 3.073  -0.80
C: -0.378 3.613 3.597  -0.94
C: -1.415 3.959 2.652  -0.63
C: -1.135 4.223 1.325  0.21
C: 0.161 4.092 0.870  -0.64
C: 1.181 3.699 1.725  -0.32
H: 1.770 3.182 3.621  0.42
H: -0.646 3.443 4.629  0.46
H: -2.473 3.937 2.867  0.40
H: -1.989 4.443 0.702  0.55
H: 0.167 4.276 -0.194  0.36
H: 2.247 3.680 1.551  0.73
O: -5.387 -0.713 1.166  -0.62
C: -4.200 -0.881 1.228  0.36
O: -3.398 -0.734 0.154  -0.52
C: -2.039 -0.781 0.487  0.68
C: -2.082 -1.680 1.761  -0.79
C: -3.343 -1.123 2.411  -0.54
H: -1.608 0.191 0.730  -0.41
H: -1.433 -1.264 -0.279  0.10
H: -1.257 -1.614 2.470  0.35
H: -2.395 -2.674 1.441  0.46
H: -3.097 -0.183 2.903  0.20
H: -3.878 -1.836 3.038  0.40

Output
relative energy (zero: lowest compared OMol25 entry of this formula, charge and spin) = 22.6311 eV
E_tot = -39915.176 eV
gap between HOMO and LUMO = 7.82 eV
spin multiplicity = 1
LUMO = 0.213 eV

***

Entry 5:
The molecule C22H33N3O4, computed with wB97M-V/def2-TZVPD.

Each line ends with the natural charge from an NBO analysis.
Atoms and positions in Å:
C: 1.544 -3.948 -6.128  -0.24
O: 1.066 -3.797 -4.819  -0.55
C: 1.470 -4.839 -3.959  -0.05
C: 0.922 -4.570 -2.562  -0.41
C: 1.556 -3.326 -1.944  -0.39
C: 1.053 -3.020 -0.532  -0.22
C: 1.893 -1.917 0.113  -0.39
C: 1.378 -1.593 1.510  -0.23
N: 0.001 -1.135 1.446  -0.45
C: -0.499 -0.728 2.758  -0.23
C: 0.341 0.316 3.412  -0.16
C: 1.218 0.116 4.492  -0.05
N: 1.783 1.244 4.874  -0.26
N: 1.282 2.179 4.072  -0.33
C: 0.407 1.684 3.160  0.20
C: -0.267 2.527 2.191  -0.07
C: -0.546 3.860 2.492  -0.32
C: -1.197 4.656 1.567  0.29
O: -1.538 5.961 1.769  -0.48
C: -1.195 6.560 2.992  -0.25
C: -1.567 4.140 0.308  0.20
O: -2.173 5.046 -0.512  -0.49
C: -3.026 4.612 -1.546  -0.24
C: -1.259 2.805 0.005  0.32
O: -1.589 2.347 -1.245  -0.52
C: -1.318 1.002 -1.552  -0.25
C: -0.627 2.010 0.954  -0.33
C: -0.844 -2.177 0.890  -0.22
C: -0.404 -2.559 -0.521  -0.40
H: 1.174 -3.098 -6.697  0.19
H: 1.179 -4.879 -6.581  0.16
H: 2.642 -3.955 -6.154  0.16
H: 1.091 -5.802 -4.337  0.16
H: 2.571 -4.898 -3.933  0.16
H: 1.118 -5.442 -1.935  0.20
H: -0.156 -4.436 -2.646  0.21
H: 2.639 -3.471 -1.904  0.20
H: 1.358 -2.475 -2.597  0.21
H: 1.142 -3.927 0.078  0.19
H: 2.939 -2.225 0.179  0.21
H: 1.841 -1.018 -0.503  0.20
H: 1.982 -0.797 1.951  0.22
H: 1.469 -2.488 2.153  0.16
H: -1.512 -0.338 2.611  0.21
H: -0.559 -1.597 3.439  0.18
H: 1.447 -0.802 4.995  0.21
H: 1.595 3.132 4.156  0.41
H: -0.290 4.252 3.462  0.21
H: -1.557 7.585 2.927  0.20
H: -1.679 6.061 3.840  0.17
H: -0.111 6.571 3.148  0.17
H: -2.467 4.200 -2.390  0.19
H: -3.741 3.865 -1.192  0.17
H: -3.564 5.504 -1.866  0.19
H: -0.245 0.791 -1.513  0.18
H: -1.847 0.322 -0.879  0.18
H: -1.678 0.858 -2.571  0.20
H: -0.376 0.983 0.743  0.26
H: -1.873 -1.805 0.866  0.20
H: -0.829 -3.079 1.531  0.16
H: -0.508 -1.697 -1.181  0.20
H: -1.062 -3.349 -0.885  0.21

Output
relative energy (zero: lowest compared OMol25 entry of this formula, charge and spin) = 3.6727 eV
E_tot = -36008.120 eV
gap between HOMO and LUMO = 8.39 eV
spin multiplicity = 1
LUMO = 0.758 eV
SMILES = COCCCC1CCN(Cc2cn[nH]c2-c2cc(OC)c(OC)c(OC)c2)CC1

***

Entry 6:
A cluster of 19 separate species, H36O22S in total in a non-equilibrium geometry, computed with wB97M-V/def2-TZVPD.

Each line ends with the natural charge from an NBO analysis.
Atoms and positions in Å:
S: -0.224 -0.367 0.120  2.77
O: -1.516 -1.042 0.075  -1.05
O: 0.731 -1.200 -0.518  -1.06
O: -0.217 0.939 -0.563  -1.10
O: 0.286 -0.181 1.455  -1.04
O: -2.537 1.548 -1.679  -1.04
H: -2.618 0.773 -2.284  0.51
H: -1.692 1.426 -1.156  0.47
O: 3.799 -0.191 0.449  -0.99
H: 3.222 0.045 1.146  0.47
H: 3.610 0.623 -0.088  0.47
O: 0.434 2.383 3.609  -1.01
H: -0.264 2.459 2.939  0.48
H: 1.185 2.083 3.039  0.48
O: 2.138 -1.105 -2.518  -0.99
H: 1.633 -1.062 -1.636  0.48
H: 2.344 -2.036 -2.526  0.45
O: 0.658 1.261 -2.904  -0.97
H: 0.482 2.137 -3.256  0.45
H: 0.260 1.180 -2.017  0.49
O: -2.852 -2.524 -1.471  -0.98
H: -2.229 -3.168 -1.783  0.48
H: -2.455 -1.970 -0.753  0.50
O: -3.867 -0.767 0.694  -1.00
H: -3.918 -0.151 1.417  0.45
H: -2.869 -0.731 0.488  0.48
O: -2.406 -0.711 -3.376  -1.00
H: -1.503 -0.798 -3.715  0.47
H: -2.441 -1.394 -2.662  0.50
O: -0.321 3.543 -0.885  -1.00
H: -0.704 3.560 -1.739  0.49
H: -0.282 2.558 -0.756  0.51
O: -0.048 -3.224 -1.936  -0.98
H: -0.260 -3.051 -2.851  0.46
H: 0.287 -2.426 -1.544  0.49
O: 2.217 1.130 2.187  -1.01
H: 2.250 1.821 1.496  0.48
H: 1.374 0.591 1.940  0.50
O: 3.065 1.622 -1.416  -0.96
H: 2.900 2.373 -0.890  0.46
H: 2.242 1.460 -1.834  0.49
O: -1.524 2.670 1.438  -0.96
H: -1.224 3.113 0.648  0.47
H: -2.250 2.200 0.998  0.47
O: 1.116 -1.766 3.292  -0.98
H: 0.854 -1.399 2.414  0.48
H: 2.036 -1.938 3.187  0.47
O: -1.416 -0.615 3.487  -0.96
H: -0.787 -0.512 2.792  0.48
H: -1.220 -1.552 3.648  0.47
O: 1.952 -3.057 0.467  -0.98
H: 1.440 -3.835 0.408  0.45
H: 1.406 -2.341 0.074  0.47
O: -1.762 -3.350 1.324  -0.97
H: -1.578 -2.526 0.886  0.48
H: -2.591 -3.263 1.719  0.46
O: 1.980 3.277 0.562  -0.95
H: 2.450 4.084 0.344  0.47
H: 1.225 3.397 0.012  0.50

Output
relative energy (zero: lowest compared OMol25 entry of this formula, charge and spin) = 0.6412 eV
E_tot = -56468.350 eV
gap between HOMO and LUMO = 8.73 eV
spin multiplicity = 1
net charge = -2
LUMO = 4.378 eV

***

Entry 7:
The molecule C13H15N3O3SSi in a non-equilibrium geometry, computed with wB97M-V/def2-TZVPD.

Each line ends with the natural charge from an NBO analysis.
Atoms and positions in Å:
C: 2.116 3.673 2.137  -1.07
Si: 0.246 3.590 1.768  1.60
C: -0.683 3.848 3.303  -1.11
C: -0.235 5.106 0.736  -1.10
C: -0.289 1.975 1.077  -0.36
C: 0.510 0.913 0.762  -0.07
N: -0.408 -0.008 0.307  -0.18
C: -0.062 -1.171 -0.458  0.13
C: 1.209 -1.311 -1.069  -0.20
C: 1.516 -2.349 -1.824  -0.23
C: 0.570 -3.410 -2.107  0.30
C: -0.755 -3.215 -1.501  -0.08
C: -1.013 -2.136 -0.681  -0.19
C: -1.814 -4.160 -1.748  -0.15
C: -1.577 -5.289 -2.433  -0.48
S: 0.063 -5.650 -2.965  2.27
O: -0.285 -5.937 -4.351  -0.88
O: 0.536 -6.768 -2.078  -0.87
O: 1.075 -4.388 -2.783  -0.59
N: -1.639 0.462 0.453  -0.04
N: -1.577 1.662 0.824  -0.22
H: 2.580 2.701 1.903  0.22
H: 2.586 4.416 1.573  0.23
H: 2.048 3.895 3.194  0.24
H: -0.642 4.936 3.542  0.23
H: -1.667 3.528 3.138  0.25
H: -0.196 3.356 4.077  0.23
H: 0.710 5.405 0.279  0.23
H: -0.797 5.856 1.272  0.24
H: -0.985 4.655 -0.049  0.24
H: 1.624 0.817 0.805  0.24
H: 1.971 -0.722 -0.589  0.22
H: 2.498 -2.443 -2.231  0.23
H: -1.994 -2.064 -0.253  0.24
H: -2.810 -3.940 -1.324  0.23
H: -2.429 -5.832 -2.706  0.27

Output
relative energy (zero: lowest compared OMol25 entry of this formula, charge and spin) = 1.0349 eV
E_tot = -43046.352 eV
gap between HOMO and LUMO = 8.55 eV
spin multiplicity = 1
LUMO = -0.448 eV
SMILES = C[Si](C)(C)c1cn(-c2ccc3c(c2)C=CS(=O)(=O)O3)nn1

***

Entry 8:
A cluster of 9 separate species, C16H42Cl7O14 in total in a non-equilibrium geometry, computed with wB97M-V/def2-TZVPD.

Each line ends with the Mulliken spin population.
Atoms and positions in Å:
Cl: -0.498 11.111 24.966  -0.01
O: -0.219 9.701 24.825  0.02
O: 0.226 11.584 26.112  0.00
O: -0.128 11.795 23.743  0.07
O: -1.908 11.404 25.072  0.04
C: 4.147 9.920 28.424  0.00
C: 2.781 10.458 27.994  0.00
O: 2.110 9.543 27.141  0.02
O: 4.066 8.719 29.291  0.00
H: 4.609 10.783 28.905  0.00
H: 4.741 9.678 27.543  0.00
H: 2.939 11.342 27.377  0.00
H: 2.094 10.712 28.801  0.00
H: 1.641 10.095 26.511  0.00
H: 3.582 8.038 28.819  0.00
C: -2.594 16.537 23.420  0.00
C: -2.532 15.070 23.739  0.00
O: -1.599 14.422 22.855  0.00
O: -3.048 16.941 22.159  0.00
H: -1.560 16.882 23.418  0.00
H: -3.160 17.086 24.171  0.00
H: -3.499 14.575 23.657  0.00
H: -2.094 14.977 24.732  0.00
H: -1.612 13.510 23.156  0.00
H: -2.569 16.385 21.541  0.00
C: 0.833 13.595 20.699  0.00
C: 0.434 14.896 20.044  0.00
O: 1.465 15.779 19.600  0.00
O: 1.468 12.692 19.844  0.00
H: -0.043 13.134 21.155  0.00
H: 1.628 13.703 21.436  -0.01
H: -0.214 15.465 20.712  0.00
H: -0.183 14.696 19.168  0.00
H: 1.900 15.220 18.952  0.00
H: 2.419 12.816 19.874  0.00
C: -0.935 10.279 20.311  0.00
C: -1.392 8.875 20.707  0.00
O: -1.634 8.054 19.566  0.00
O: 0.350 10.286 19.692  0.01
H: -0.785 10.860 21.221  0.00
H: -1.618 10.889 19.719  0.00
H: -2.319 8.885 21.282  0.00
H: -0.545 8.487 21.273  0.00
H: -0.955 8.182 18.899  0.00
H: 0.669 11.185 19.799  0.00
C: 3.011 10.530 22.953  0.13
C: 3.686 10.970 24.243  0.06
O: 4.967 11.624 23.946  0.15
O: 3.874 10.194 21.893  0.38
H: 2.546 11.453 22.607  0.06
H: 2.239 9.762 23.006  0.01
H: 3.857 10.126 24.910  0.07
H: 3.084 11.665 24.828  0.02
H: 5.293 12.036 24.750  -0.01
H: 3.451 9.526 21.348  -0.01
Cl: -3.065 6.355 26.814  0.00
C: -2.937 8.124 26.774  0.00
C: -1.783 8.457 27.672  0.00
Cl: -2.171 8.029 29.385  0.00
H: -3.832 8.625 27.142  0.00
H: -2.678 8.468 25.773  0.00
H: -1.603 9.532 27.686  0.00
H: -0.946 7.848 27.328  0.00
Cl: -7.342 11.299 26.157  0.00
C: -6.094 11.929 25.066  0.00
C: -5.200 10.706 24.529  0.00
Cl: -6.024 9.847 23.223  0.00
H: -5.400 12.627 25.534  0.00
H: -6.515 12.464 24.215  0.00
H: -5.029 10.020 25.359  0.00
H: -4.286 11.104 24.088  0.00
Cl: -1.636 16.101 27.710  0.00
C: -1.017 14.452 27.469  0.00
C: -2.054 13.399 27.888  0.00
Cl: -3.748 13.718 27.418  0.00
H: -0.116 14.324 28.070  0.00
H: -0.695 14.231 26.452  0.00
H: -2.195 13.412 28.969  0.00
H: -1.764 12.382 27.627  0.00

Output
E_tot = -133580.597 eV
gap between HOMO and LUMO (alpha / beta) = 9.06 / 2.71 eV
expectation value of S² = 0.75
spin multiplicity = 2
LUMO (alpha / beta) = -1.119 / -7.468 eV